18
Properties=species:S:1:pos:R:3:forces:R:3 method="wB97M-V/def2-TZVPD" smiles="CSC(=O)[n+]1cccc(Cl)c1" e_homo_ev=-13.260 multiplicity=1 total_charge=+1
C -2.70800 1.69371 2.05622 -0.03 0.72 1.83
S -1.26277 2.08705 1.12808 0.94 -3.32 -1.85
C -1.04174 0.12926 0.52713 -1.98 2.32 2.40
O -1.81276 -0.70544 0.92799 1.73 1.38 -1.17
N 0.15455 -0.20693 -0.22257 0.37 -0.92 -1.75
C 0.92477 0.71087 -0.86215 0.25 -0.59 0.43
C 2.09794 0.29716 -1.48948 0.01 0.68 0.48
C 2.39953 -1.01374 -1.58253 -0.88 -1.73 0.76
C 1.46850 -1.96873 -1.08366 0.39 -0.20 -0.41
Cl 1.83020 -3.60366 -1.37644 -0.17 -0.41 0.16
C 0.34308 -1.59105 -0.39967 1.52 3.10 -0.22
H -3.53072 1.27560 1.49336 -0.17 0.40 -0.29
H -2.91996 2.69396 2.56046 -0.20 -1.37 -0.63
H -2.43417 0.96142 2.83340 -0.18 0.44 -0.17
H 0.64607 1.74933 -0.86387 -0.29 0.15 0.44
H 2.89882 0.93951 -1.80084 -0.42 0.92 -0.29
H 3.34683 -1.35706 -1.98072 -0.16 -0.04 -0.11
H -0.40015 -2.09126 0.13529 -0.74 -1.56 0.39